# 1
# C22H41Cl3N3O5SiV

C22H41Cl3N3O5SiV as an isolated structure (ωB97M-V/def2-TZVPD, OMol25).

Its energy above the lowest of the compared OMol25 structures with the same formula, charge and spin is 8.17 kcal/mol. The gap between HOMO and LUMO (spin up / spin down) comes out at 6.6512 / 7.2438 eV.

The geometry in ORCA input format:
```
! wB97M-V def2-TZVPD RIJCOSX def2/J DEFGRID3
* xyz 0 3
V 0.896 0.160 1.285
Cl 2.186 -1.387 2.589
Cl -1.458 -2.127 -2.615
Cl 2.673 1.592 1.128
Si -1.928 -0.205 -2.108
O 0.546 0.697 3.410
O -0.623 -1.404 1.391
O 0.899 -0.108 -0.416
O -0.534 1.532 1.236
O -1.201 -0.348 4.517
N -1.222 3.630 1.740
N 2.128 0.610 5.286
N -1.430 -3.379 2.269
C 2.392 -2.033 -3.212
C -2.508 0.508 -3.699
C -1.470 -4.087 0.976
C -0.312 2.665 1.789
C 2.511 -3.431 -3.767
C 1.759 -0.229 -1.543
C 1.155 2.201 -5.182
C 0.650 0.912 -5.119
C -1.826 -4.135 3.453
C -0.957 -2.130 2.374
C 1.976 1.988 -2.868
C 0.813 0.190 -3.922
C -2.574 -0.340 -0.337
C -1.134 1.637 -1.750
C 2.246 -2.667 -0.830
C 0.725 0.288 5.715
C -2.563 3.508 1.170
C 1.472 0.687 -2.786
C 1.815 2.743 -4.054
C -0.791 4.959 2.101
C 2.092 -1.691 -1.937
C -0.077 0.199 4.402
H 2.659 -1.255 -3.970
H 1.045 2.828 -6.082
H 1.927 -2.252 0.116
H 0.035 0.499 -5.921
H -1.672 5.613 2.093
H -2.362 -3.438 4.104
H -0.502 -4.035 0.447
H -2.270 -1.212 0.258
H 1.694 -3.584 -0.996
H 2.376 -0.038 4.490
H -2.412 0.495 0.350
H 2.791 0.556 6.082
H 0.755 -0.627 6.314
H -0.569 1.852 -0.829
H -2.490 -4.947 3.132
H 2.047 1.576 4.939
H -2.235 -3.646 0.318
H -2.001 2.326 -1.767
H -0.920 -4.515 3.956
H -2.162 1.522 -3.947
H 0.447 -0.841 -3.876
H -3.171 2.822 1.794
H -0.911 -1.722 3.403
H 3.305 -2.927 -0.732
H -2.316 -0.158 -4.546
H -0.370 4.954 3.114
H -0.468 1.978 -2.546
H -3.654 -0.438 -0.518
H 0.335 1.092 6.363
H -1.743 -5.132 1.169
H 2.478 2.386 -1.982
H 2.287 -3.338 -4.849
H 1.791 -4.144 -3.324
H -2.537 3.172 0.117
H -0.018 5.363 1.428
H -3.565 0.564 -3.429
H -3.003 4.517 1.215
H 2.650 0.225 -1.084
H 3.535 -3.826 -3.625
H 0.645 2.965 2.254
H 2.217 3.765 -4.117
*
```

---

# 2
# C22H41ClMnN8PS

C22H41ClMnN8PS as an isolated structure (ωB97M-V/def2-TZVPD, OMol25).

Its energy above the lowest of the compared OMol25 structures with the same formula, charge and spin is 10.92 kcal/mol. The gap between HOMO and LUMO (spin up / spin down) comes out at 6.8396 / 7.7997 eV.

The geometry in ORCA input format:
```
! wB97M-V def2-TZVPD RIJCOSX def2/J DEFGRID3
* xyz 1 6
Mn 0.045 0.103 2.365
Cl 0.331 2.884 3.985
S 1.258 0.686 -0.292
P -1.215 -0.360 4.649
N 1.784 -1.517 2.084
N -0.108 1.961 -2.132
N 3.759 -3.291 1.293
N -0.501 -4.036 0.929
N -0.831 -1.869 1.419
N -1.558 1.440 1.476
N -1.803 -3.707 0.831
N -0.319 -0.317 -2.228
C -2.793 3.722 1.245
C 3.024 -2.302 -4.381
C 2.232 -1.687 -3.235
C 0.179 1.951 -4.617
C 1.483 -2.682 1.506
C -0.521 2.213 -5.945
C 1.380 1.606 3.181
C -0.085 -0.171 6.061
C -0.737 2.207 -3.423
C 0.853 -2.318 -3.082
C -2.101 2.443 1.377
C -2.556 0.811 5.037
C 0.034 -1.703 -1.956
C -2.007 -1.977 4.948
C 0.052 -2.901 1.284
C 4.052 -2.132 1.865
C 3.066 -1.237 2.267
C -1.991 -2.417 1.129
C 0.382 1.942 -7.140
C -2.402 4.705 2.352
C 0.218 0.753 -1.627
C 2.473 -3.570 1.112
H 0.955 -3.389 -2.882
H 0.299 -2.243 -4.025
H -0.885 -2.272 -1.791
H 4.007 -1.842 -4.476
H 3.306 -0.287 2.728
H -2.707 4.332 3.328
H 1.273 2.571 -7.108
H 0.746 -0.872 5.970
H -1.656 1.617 -3.502
H -0.870 3.249 -5.971
H -2.483 -4.403 0.574
H 1.062 2.589 -4.525
H 0.548 0.920 -4.590
H -3.339 0.737 4.281
H 0.406 2.715 -1.706
H 0.609 -1.697 -1.032
H -1.274 -2.778 4.840
H -2.150 1.822 5.018
H -2.898 5.658 2.175
H -3.864 3.515 1.252
H 3.170 -3.373 -4.228
H 2.225 -4.511 0.638
H -1.066 3.246 -3.424
H -2.989 0.607 6.017
H -0.866 -0.156 -3.060
H -2.443 -2.033 5.946
H 1.985 2.171 2.470
H -2.798 -2.138 4.214
H -2.547 4.118 0.258
H 2.126 -0.609 -3.395
H -2.949 -1.926 1.111
H -0.132 2.139 -8.079
H 2.050 1.300 3.990
H 5.099 -1.899 2.011
H -1.326 4.862 2.371
H -0.595 -0.342 7.010
H 0.713 0.901 -7.153
H 2.780 -1.792 -2.295
H -1.419 1.589 -6.011
H 0.317 0.842 6.044
H 2.503 -2.173 -5.332
*
```

---

# 3
# C22H41ClNOP3Pm

C22H41ClNOP3Pm as an isolated structure (ωB97M-V/def2-TZVPD, OMol25).

Its energy above the lowest of the compared OMol25 structures with the same formula, charge and spin is 79.03 kcal/mol. The gap between HOMO and LUMO (spin up / spin down) comes out at 2.5173 / 2.5633 eV.

The geometry in ORCA input format:
```
! wB97M-V def2-TZVPD RIJCOSX def2/J DEFGRID3
* xyz 3 5
Pm -1.723 0.780 0.677
Cl -0.177 6.210 2.898
P 3.168 -2.391 -2.081
P -2.870 -1.806 0.596
P 0.515 -0.078 2.263
O 2.658 0.276 -1.680
N -1.431 2.547 2.174
C 1.966 1.111 -2.505
C 1.335 2.327 -4.865
C 0.373 0.410 4.026
C 1.967 0.932 1.744
C 0.769 0.712 -3.149
C -3.176 -2.756 -0.932
C -2.623 3.297 4.100
C -1.010 4.716 3.044
C -2.135 -3.124 1.629
C 4.966 -2.649 -1.906
C -3.142 1.185 -1.066
C 2.180 -3.495 -1.022
C -1.979 4.533 4.042
C -2.108 2.114 -1.199
C -4.578 -1.741 1.292
C 0.503 1.315 -4.381
C 2.288 2.914 -4.016
C -0.704 3.703 2.144
C 1.251 -1.733 2.491
C 2.557 2.351 -2.769
C -2.347 2.324 3.142
C 2.505 -2.369 -3.769
H 0.544 -2.362 3.048
H -5.001 -2.757 1.305
H 2.477 -0.734 -1.782
H 2.785 -3.870 -0.185
H 3.282 2.729 -2.041
H -2.175 3.145 -0.790
H -2.223 -3.136 -1.318
H -0.392 1.015 -4.943
H -3.358 3.090 4.866
H 2.827 3.823 -4.273
H -2.858 1.354 3.151
H 5.412 -1.640 -1.854
H -2.864 -3.931 1.774
H -0.371 -0.239 4.503
H -3.222 0.303 -1.719
H 5.209 -3.162 -0.966
H -1.836 -2.721 2.606
H 0.110 -0.029 -2.679
H 1.450 -2.208 1.522
H 2.868 0.555 2.251
H 2.116 0.866 0.653
H -4.547 -1.336 2.314
H -1.240 -3.522 1.134
H -1.284 2.012 -1.937
H 2.964 -3.129 -4.428
H 1.748 -4.323 -1.597
H 1.804 1.987 2.015
H -2.182 5.348 4.741
H 1.405 -2.495 -3.747
H 0.036 1.446 4.123
H 0.061 3.801 1.371
H -4.069 1.354 -0.463
H -3.616 -2.105 -1.696
H 1.377 -2.867 -0.609
H 5.415 -3.183 -2.755
H 1.182 2.719 -5.868
H 1.339 0.289 4.536
H 2.188 -1.657 3.060
H 2.700 -1.361 -4.186
H -3.856 -3.596 -0.727
H -5.207 -1.089 0.670
*
```

---

# 4
# C22H41ClNOP3Rh

C22H41ClNOP3Rh as an isolated structure (ωB97M-V/def2-TZVPD, OMol25).

Its energy above the lowest of the compared OMol25 structures with the same formula, charge and spin is 69.67 kcal/mol. The gap between HOMO and LUMO (spin up / spin down) comes out at 4.8078 / 1.7111 eV.

The geometry in ORCA input format:
```
! wB97M-V def2-TZVPD RIJCOSX def2/J DEFGRID3
* xyz 3 5
Rh -0.115 0.160 -0.534
Cl -1.927 3.481 3.794
P 1.574 -0.383 -1.939
P 1.621 0.742 1.020
P -1.188 1.920 -1.509
O -1.770 -0.554 -4.330
N -1.502 0.577 1.147
C -2.150 1.989 2.977
C -3.706 -2.025 -7.079
C 2.530 -1.937 -1.696
C 2.822 0.874 -2.417
C -2.412 -0.320 1.547
C -1.308 -2.388 -5.700
C -3.272 -1.022 -6.206
C 3.219 -0.161 1.035
C -0.290 2.739 -2.876
C 2.131 2.480 0.717
C -1.360 1.713 1.850
C -0.746 -2.076 -0.691
C 0.059 -1.960 0.459
C -1.895 3.374 -0.641
C -2.709 1.093 -2.092
C -3.239 -0.111 2.658
C -3.105 1.070 3.401
C -2.126 -1.278 -5.441
C 1.306 0.700 2.830
C 0.920 -0.831 -3.578
C -2.972 -3.213 -7.237
C -1.763 -3.375 -6.560
H 2.690 2.818 1.598
H 1.867 -2.764 -1.423
H 1.065 -2.392 0.450
H -2.308 4.096 -1.364
H 3.349 0.493 -3.305
H -0.861 3.599 -3.253
H -1.839 -2.088 -0.620
H -3.328 -4.005 -7.913
H -0.394 -1.857 1.445
H -3.949 -0.895 2.926
H -3.358 0.830 -1.249
H 1.264 3.131 0.568
H -2.156 0.351 -4.291
H 1.673 -1.390 -4.146
H 3.040 -1.240 1.120
H -2.441 0.136 -2.555
H 0.668 -0.153 3.091
H 2.996 -2.171 -2.663
H 0.663 3.128 -2.489
H 2.336 1.821 -2.687
H -0.345 -2.446 -5.205
H 0.843 1.628 3.184
H 2.777 2.534 -0.165
H -3.716 1.300 4.264
H -2.709 3.069 0.029
H 0.626 0.060 -4.142
H -4.631 -1.900 -7.650
H 3.751 0.171 1.938
H 3.563 1.060 -1.631
H -3.807 -0.080 -6.125
H 2.277 0.573 3.325
H 3.316 -1.830 -0.944
H -0.077 2.070 -3.718
H -1.155 -4.274 -6.689
H -3.276 1.723 -2.789
H -1.131 3.891 -0.047
H 3.844 0.052 0.162
H -0.593 2.433 1.542
H -0.332 -2.588 -1.562
H 0.038 -1.459 -3.427
H -2.453 -1.258 1.001
*
```

---

# 5
# C22H41N5O4P

A 2-piece molecular cluster, C22H41N5O4P overall (ωB97M-V/def2-TZVPD, OMol25).

The gap between HOMO and LUMO comes out at 7.1423 eV.

The geometry in ORCA input format:
```
! wB97M-V def2-TZVPD RIJCOSX def2/J DEFGRID3
* xyz 1 1
P -6.413 -3.737 1.675
O -3.970 3.179 -1.275
O -4.768 -3.951 1.464
O -1.402 4.442 0.326
O 5.893 -3.163 -0.742
N -6.576 -3.552 3.419
N -6.988 -2.158 1.035
N -6.835 -0.137 -0.324
N -5.890 0.393 -1.110
N -5.086 -1.544 -0.323
C 0.494 3.221 1.425
C -5.856 1.636 -1.923
C -0.251 3.635 0.239
C 3.826 0.639 -1.515
C 1.423 2.323 -1.198
C 6.577 -2.428 -1.754
C 0.948 -0.776 1.396
C 2.174 1.907 -0.022
C -6.354 -1.341 0.196
C 7.437 -3.355 -2.592
C -4.806 -0.448 -1.106
C 2.816 -2.372 1.988
C 1.673 2.397 1.284
C -3.017 2.621 -0.343
C 2.383 -1.236 0.938
C 0.249 3.181 -1.052
C -5.306 2.813 -0.991
C 3.469 1.034 -0.022
C 2.223 -1.984 -0.437
C 3.510 -0.149 1.006
C 4.645 2.040 0.420
C -2.512 3.625 0.750
H 1.916 -3.004 2.196
H 0.494 -0.137 0.583
H 6.823 -4.129 -3.056
H -2.192 2.161 -0.952
H 7.188 -1.655 -1.275
H 0.282 -1.687 1.448
H 1.676 -2.955 -0.254
H 6.560 -3.587 -0.189
H 3.508 0.307 2.040
H 2.877 0.240 -1.976
H 1.739 2.009 -2.215
H -7.754 0.264 -0.147
H 7.960 -2.803 -3.374
H -4.671 -4.253 0.536
H -3.375 4.255 1.086
H 1.677 -1.383 -1.207
H -6.800 -2.565 3.624
H 2.238 2.093 2.200
H -3.498 1.756 0.207
H -0.310 3.531 -1.952
H 8.176 -3.865 -1.968
H -6.857 1.935 -2.328
H 4.588 -0.178 -1.498
H -5.498 2.518 0.073
H 3.709 -2.948 1.642
H 4.512 -0.664 0.923
H 5.609 1.488 0.278
H -3.852 -0.269 -1.652
H 0.177 3.566 2.432
H 4.641 2.905 -0.302
H -5.962 3.706 -1.207
H 5.827 -1.938 -2.376
H -5.621 -3.651 3.805
H -7.918 -1.854 1.345
H 4.483 2.408 1.465
H -2.199 2.999 1.637
H 3.026 -1.820 2.952
H -5.167 1.428 -2.785
H 0.918 -0.209 2.358
H 4.129 1.525 -2.126
H 3.235 -2.299 -0.824
*
```

---

# 6
# C22H42Cl10O6S2

C22H42Cl10O6S2 as an isolated structure (ωB97M-V/def2-TZVPD, OMol25).

Its energy above the lowest of the compared OMol25 structures with the same formula, charge and spin is 959.32 kcal/mol. The gap between HOMO and LUMO comes out at 7.7763 eV.

The geometry in ORCA input format:
```
! wB97M-V def2-TZVPD RIJCOSX def2/J DEFGRID3
* xyz 0 1
Cl -3.072 2.481 4.368
Cl 0.150 0.095 6.670
Cl -1.416 -0.860 1.962
Cl 2.026 -1.248 0.697
Cl 1.260 0.295 -2.303
Cl -1.645 2.688 0.254
Cl -0.562 0.910 3.626
Cl -0.718 3.484 -1.592
Cl -1.390 0.047 -1.494
Cl 1.275 1.912 -0.059
S -0.414 -4.219 -1.734
S 4.537 1.069 -1.468
O 5.408 0.919 -0.288
O 0.800 -3.776 -2.342
O 4.564 -0.028 -2.436
O -1.386 -5.054 -2.460
O -3.723 -1.282 0.592
O -3.208 -2.300 -1.343
C 2.903 -1.545 -0.830
C 0.058 0.099 1.549
C 3.590 3.466 -2.139
C -2.604 2.976 1.712
C 2.035 -1.373 -2.127
C -0.074 -4.885 0.023
C -3.423 -1.271 -0.693
C -3.947 0.009 1.133
C 0.500 -0.420 4.040
C 0.047 -1.077 5.400
C -1.271 -2.747 0.577
C -0.102 -3.680 1.016
C 0.071 2.239 -2.589
C -2.088 2.101 2.931
C 4.859 2.682 -2.268
C -1.301 -2.720 -0.988
C -3.401 0.908 0.032
C -3.588 0.122 -1.219
C -0.117 0.807 0.235
C 2.397 2.475 -1.987
C -0.881 1.055 -2.889
C 2.833 1.472 -0.912
H 2.868 2.077 -0.007
H 0.357 2.830 -3.459
H -0.981 -1.392 5.221
H 0.751 -1.880 5.621
H 3.416 4.012 -3.066
H -0.739 -5.692 0.330
H 1.054 1.994 -2.188
H 0.784 -3.046 0.975
H 2.343 0.535 -0.647
H -0.442 0.320 -3.564
H 2.170 1.853 -2.852
H -2.284 1.067 2.648
H -1.483 -1.738 0.933
H 1.495 0.024 4.068
H -1.045 1.332 0.006
H 0.879 -5.411 -0.035
H 0.483 -1.122 3.206
H 1.517 3.028 -1.658
H -3.861 1.892 0.118
H -2.326 -2.827 -1.345
H 0.048 0.036 -0.519
H -4.606 0.262 -1.581
H -0.804 -1.892 -1.494
H -1.774 1.509 -3.318
H 5.706 3.086 -1.713
H -2.211 -3.247 0.809
H 5.209 2.423 -3.267
H -2.396 4.024 1.929
H -2.338 1.032 0.239
H 0.282 0.745 2.398
H 3.844 -1.001 -0.755
H 2.636 -1.608 -3.006
H -2.905 0.345 -2.039
H 3.092 -2.619 -0.816
H -1.039 2.281 3.164
H -3.678 2.846 1.579
H -3.475 0.291 2.075
H 3.583 4.199 -1.332
H -5.021 0.173 1.216
H 1.165 -2.027 -2.183
H -0.140 -3.933 2.075
H 0.886 -0.609 1.578
*
```

---

Number 1: energy -4017.53043 a.u.. Number 2: energy -3651.55659 a.u.. Number 3: energy -3084.38820 a.u.. Number 4: energy -2586.51655 a.u.. Number 5: energy -1778.64583 a.u.. Number 6: energy -6711.51738 a.u..